Arrangement one

C3H2O3S in the gas phase. Source: OMol25; level of theory: wB97M-V/def2-TZVPD.

The geometry in ORCA input format:
```
! RIJCOSX wB97M-V def2-TZVPD def2/J DEFGRID3
* xyz 0 1
O 1.23349 -0.06489 1.34837
C 1.25693 -0.55690 0.19682
C 0.01104 -0.53342 -0.79929
O 0.03225 -1.13707 -1.78902
C -1.38294 0.31488 -0.19797
O -2.38610 0.05836 -0.85724
S -1.11142 1.68154 1.00400
H 2.26994 -1.01905 -0.39362
H 0.07680 1.25655 1.48796
*
```

Calculated values
* SMILES: O=CC(=O)C(=O)S
* LUMO: -1.607 eV
* orbital gap: 8.02 eV
* HOMO energy: -0.3538 Eh

---

Arrangement two

A molecular structure, C3H2O3S. Source: OMol25; level of theory: wB97M-V/def2-TZVPD.

The geometry in ORCA input format:
```
! RIJCOSX wB97M-V def2-TZVPD def2/J DEFGRID3
* xyz 0 1
C -0.17964 -0.45128 0.40898
C 0.82436 -0.88849 -0.23296
C 0.24162 0.97951 -1.21779
H -0.87392 0.39207 2.74532
H 1.73286 -1.65135 -0.23035
O 1.19378 -0.00451 -1.18937
O 0.33082 1.90056 -1.84386
O -0.63784 0.78069 -0.24975
S -0.82945 -1.12456 1.87497
*
```

Calculated values
* LUMO: -0.605 eV
* orbital gap: 8.74 eV
* HOMO energy: -0.3433 Eh

---

arrangement one is favored, and the nearest alternative lies 26.1 kJ/mol above it.

---

Arrangement one

2 unconnected molecules or ions with the total composition C3H2O3S. Source: OMol25; level of theory: wB97M-V/def2-TZVPD.

The geometry in ORCA input format:
```
! RIJCOSX wB97M-V def2-TZVPD def2/J DEFGRID3
* xyz 0 1
C 0.53810 1.36090 0.56928
C 1.65118 1.70325 0.04129
C -0.67565 1.22293 1.10348
O 2.93420 -1.22846 0.89138
O 2.90572 -1.69927 -1.40432
O 2.75311 1.93285 -0.47688
S 3.50900 -0.92214 -0.39360
H -1.41902 1.93030 0.94296
H -0.92542 0.42349 1.70011
*
```

Calculated values
* LUMO: -1.370 eV
* orbital gap: 8.14 eV
* HOMO energy: -0.3496 Eh

---

Arrangement two

2 unconnected molecules or ions with the total composition C3H2O3S. Source: OMol25; level of theory: wB97M-V/def2-TZVPD.

The geometry in ORCA input format:
```
! RIJCOSX wB97M-V def2-TZVPD def2/J DEFGRID3
* xyz 0 1
O 0.52612 1.90895 -0.39387
C 0.44481 0.78201 -0.83455
C -0.81917 0.08554 -1.28776
S -2.14587 -0.15556 -0.38174
H 1.34497 0.17033 -0.83429
H -0.85577 -0.26936 -2.33172
O -0.58822 -1.23159 2.06343
C 0.51281 -0.86708 2.08524
O 1.58033 -0.42324 1.91527
*
```

Calculated values
* SMILES: O=CC=S.O=C=O
* LUMO: -1.174 eV
* orbital gap: 8.10 eV
* HOMO energy: -0.3409 Eh

---

Arrangement three

C3H2O3S in the gas phase. Source: OMol25; level of theory: wB97M-V/def2-TZVPD.

The geometry in ORCA input format:
```
! RIJCOSX wB97M-V def2-TZVPD def2/J DEFGRID3
* xyz 0 1
O 1.02239 -0.06798 1.44536
C -0.06619 0.48549 1.12607
O -0.69980 1.54538 1.75522
C -0.90330 -0.09127 0.08005
O -2.08210 -0.41296 0.15187
C -0.06230 -0.65941 -1.11234
S 1.32090 -0.46322 -1.75393
H -0.02722 1.84014 2.29947
H -0.84035 -1.35285 -1.61891
*
```

Calculated values
* SMILES: O=C(O)C(=O)C=S
* LUMO: -1.668 eV
* orbital gap: 7.57 eV
* HOMO energy: -0.3395 Eh

---

arrangement two is favored, and the nearest alternative lies 99.5 kJ/mol above it.

---

Arrangement one

4 unconnected molecules or ions with the total composition CH10O3S2. Source: OMol25; level of theory: wB97M-V/def2-TZVPD.

The geometry in ORCA input format:
```
! RIJCOSX wB97M-V def2-TZVPD def2/J DEFGRID3
* xyz 0 1
C 0.01694 2.12746 -1.53514
S 1.44871 1.09809 -1.10642
S 2.40652 2.31111 0.27438
H -0.85709 1.91493 -0.96151
H -0.17736 1.95791 -2.59629
H 0.35107 3.16433 -1.45009
H 1.63985 1.97990 1.31139
O 2.11709 -2.28682 -0.49039
H 2.38055 -1.37227 -0.35112
H 1.22000 -2.31490 -0.14682
O -1.66637 -2.34740 2.14855
H -1.50970 -2.96124 2.87596
H -0.81146 -1.92442 2.01970
O -1.87458 -0.25107 -0.13075
H -2.61962 -0.58516 -0.63835
H -2.06456 -0.51044 0.77690
*
```

Calculated values
* SMILES: CSS.O.O.O
* LUMO: 0.260 eV
* orbital gap: 9.35 eV
* HOMO energy: -0.3342 Eh

---

Arrangement two

4 unconnected molecules or ions with the total composition CH10O3S2. Source: OMol25; level of theory: wB97M-V/def2-TZVPD.

The geometry in ORCA input format:
```
! RIJCOSX wB97M-V def2-TZVPD def2/J DEFGRID3
* xyz 0 1
C 0.16766 -0.28680 -0.84702
S 0.80523 1.22531 -1.60127
S 2.25393 1.73725 -0.21662
H -0.60038 -0.08778 -0.11216
H 0.98109 -0.89120 -0.48210
H -0.35842 -0.82030 -1.64284
H 1.67260 2.82587 0.30875
O 0.79068 -2.42059 2.16676
H 0.21741 -1.64679 2.10450
H 0.52933 -2.93439 1.39066
O -1.65155 0.76212 5.81849
H -1.84006 0.06858 5.17077
H -0.84199 0.48887 6.25980
O -4.12867 -3.03411 -4.52836
H -3.51524 -3.11669 -5.26658
H -3.94820 -3.80637 -3.98025
*
```

Calculated values
* SMILES: CSS.O.O.O
* LUMO: 0.321 eV
* orbital gap: 9.37 eV
* HOMO energy: -0.3326 Eh

---

arrangement one is favored, and the nearest alternative lies 24.1 kJ/mol above it.

---

Arrangement one

2 unconnected molecules or ions with the total composition C3H3IO2. Source: OMol25; level of theory: wB97M-V/def2-TZVPD.

The geometry in ORCA input format:
```
! RIJCOSX wB97M-V def2-TZVPD def2/J DEFGRID3
* xyz 0 1
O -1.78188 -1.89541 1.26975
C -0.72557 -1.63342 0.88212
C 0.27872 -1.31186 0.10329
C 1.41497 -0.44416 -0.26570
O 1.54433 -1.84414 -0.14388
H 1.19859 -0.05012 -1.29269
H 1.77695 0.14529 0.61119
I -1.43321 4.18050 -0.70920
H -2.27290 2.85333 -0.45486
*
```

Calculated values
* SMILES: O=C=C1CO1.I
* LUMO: 0.282 eV
* orbital gap: 9.01 eV
* HOMO energy: -0.3209 Eh

---

Arrangement two

A molecular structure, C3H3IO2. Source: OMol25; level of theory: wB97M-V/def2-TZVPD.

The geometry in ORCA input format:
```
! RIJCOSX wB97M-V def2-TZVPD def2/J DEFGRID3
* xyz 0 1
C -0.36253 -1.24444 0.58450
C 1.11554 0.83332 -1.34333
C -1.10941 -0.69916 1.57319
O -0.03356 -1.83156 -0.34649
O 1.26115 0.64630 -0.18179
I -1.98427 1.12940 0.90351
H 1.71930 1.60158 -1.85042
H 0.47938 0.13986 -1.92858
H -1.08559 -0.57529 2.58941
*
```

Calculated values
* LUMO: -0.367 eV
* orbital gap: 8.24 eV
* HOMO energy: -0.3162 Eh

---

Arrangement three

C3H3IO2 in the gas phase. Source: OMol25; level of theory: wB97M-V/def2-TZVPD.

The geometry in ORCA input format:
```
! RIJCOSX wB97M-V def2-TZVPD def2/J DEFGRID3
* xyz 0 1
C -0.12650 -0.89617 -0.53039
C 1.19166 -1.05246 -0.56486
C -0.78402 0.14065 0.46035
O 0.32534 1.95788 0.03698
O -0.78505 1.25814 -0.29953
I 2.97214 -0.57048 0.17773
H -0.73708 -1.13422 -1.39110
H -1.81968 -0.08583 0.71252
H -0.23680 0.38250 1.39829
*
```

Calculated values
* LUMO (alpha / beta): -1.113 / -0.595 eV
* orbital gap (alpha / beta): 7.22 / 8.79 eV
* HOMO energy (alpha / beta): -0.3063 / -0.3449 Eh

---

Arrangement four

2 unconnected molecules or ions with the total composition C3H3IO2. Source: OMol25; level of theory: wB97M-V/def2-TZVPD.

The geometry in ORCA input format:
```
! RIJCOSX wB97M-V def2-TZVPD def2/J DEFGRID3
* xyz 0 1
C -0.12969 -1.07380 2.53848
C 0.10885 -0.57021 1.48880
C 0.16552 0.32416 0.32262
O 1.11319 0.80398 -1.62552
O 0.94267 -0.00804 -0.62370
I 0.49565 0.89473 -4.87017
H -0.16282 -1.46079 3.48908
H -0.35301 1.25617 0.33160
H 0.81610 0.28792 -3.52084
*
```

Calculated values
* LUMO: -1.419 eV
* orbital gap: 7.90 eV
* HOMO energy: -0.3423 Eh

---

arrangement two is favored, and the nearest alternative lies 125.5 kJ/mol above it.

---

Arrangement one

C3H9N5 in the gas phase. Source: OMol25; level of theory: wB97M-V/def2-TZVPD.

The geometry in ORCA input format:
```
! RIJCOSX wB97M-V def2-TZVPD def2/J DEFGRID3
* xyz 0 1
H -0.36362 2.02068 0.95750
N -1.14177 2.05043 0.29741
C -1.43196 0.88962 -0.13816
N -0.95058 -0.37536 0.13069
N -1.38353 -1.44226 -0.62028
C 0.20444 -0.69266 1.00609
C 1.50396 -1.01068 0.20960
N 2.24074 -0.10395 -0.32378
N 1.81207 1.21647 -0.37093
H -2.23265 0.81086 -0.89972
H -2.39256 -1.57054 -0.47721
H -1.22650 -1.31952 -1.59577
H 0.39357 0.17482 1.67815
H -0.06184 -1.58543 1.57527
H 1.89709 -2.01285 0.20815
H 2.32931 1.63734 -1.10523
H 0.80383 1.31302 -0.53178
*
```

Calculated values
* SMILES: [H]/N=C\N(N)C/C=N\N
* LUMO: 0.808 eV
* orbital gap: 9.77 eV
* HOMO energy: -0.3292 Eh

---

Arrangement two

2 unconnected molecules or ions with the total composition C3H9N5. Source: OMol25; level of theory: wB97M-V/def2-TZVPD.

The geometry in ORCA input format:
```
! RIJCOSX wB97M-V def2-TZVPD def2/J DEFGRID3
* xyz 0 1
C -2.22930 0.65537 -0.01449
C 0.43176 0.32800 -0.04885
C 3.34200 0.27066 0.20781
H -3.10081 0.17180 -0.62496
H -1.77994 1.79165 -0.36706
H -2.39030 0.93122 1.10444
H -1.53183 -2.04349 -1.11729
H -2.25179 -1.83360 0.62676
H -0.41992 1.85838 -0.16331
H 0.79411 -1.77673 0.07488
H 4.46870 0.32610 -0.09209
H 2.26359 1.16698 1.00092
N -0.96360 -0.16658 -0.02773
N -1.35900 -1.59285 0.01619
N 0.57142 1.62248 -0.31565
N 1.33653 -0.82045 0.10765
N 2.81839 -0.88893 -0.36723
*
```

Calculated values
* LUMO: 0.453 eV
* orbital gap: 9.13 eV
* HOMO energy: -0.3189 Eh

---

arrangement one is favored, and the nearest alternative lies 630.0 kJ/mol above it.

---

Arrangement one

A molecular structure, C5H10S. Source: OMol25; level of theory: wB97M-V/def2-TZVPD.

The geometry in ORCA input format:
```
! RIJCOSX wB97M-V def2-TZVPD def2/J DEFGRID3
* xyz 0 1
C -0.15700 0.39957 -1.67352
C -0.11367 0.08070 -0.22850
C -0.95401 -1.17947 -0.22610
C 1.15535 -0.08932 0.59447
C 0.21583 0.87979 0.99175
H 0.98579 -0.34046 -2.21033
H 0.02975 1.78205 -1.77362
H -1.24288 -0.01480 -2.40165
H -2.05278 -1.29797 1.08103
H 0.47875 -2.31844 -0.19096
H -1.77539 -0.86935 -1.84410
H 1.54060 -1.02695 1.18622
H 1.88904 0.33794 -0.11480
H 0.55539 1.90624 0.98506
H 0.08385 1.27233 3.36904
S -0.63862 0.47816 2.45602
*
```

Calculated values
* LUMO: -0.747 eV
* orbital gap: 7.86 eV
* HOMO energy: -0.3163 Eh

---

Arrangement two

A molecular structure, C5H10S. Source: OMol25; level of theory: wB97M-V/def2-TZVPD.

The geometry in ORCA input format:
```
! RIJCOSX wB97M-V def2-TZVPD def2/J DEFGRID3
* xyz 0 1
C -1.36387 0.15972 0.44251
C -0.02010 0.86996 0.24341
C 0.04203 1.45061 -1.11823
C 1.07308 -0.22289 0.11707
C 0.71140 -1.67810 0.33448
H -1.60641 -0.60811 -0.33780
H -1.46320 -0.42399 1.36711
H -2.22136 0.83022 0.53951
H 0.19345 1.57086 1.01597
H 0.38622 2.47800 -1.16349
H -0.90414 1.38714 -1.66736
H 1.96577 0.17193 0.56149
H 1.59697 -2.26930 0.13725
H -0.13271 -2.10283 -0.27925
H 0.45515 -1.88325 1.41786
S 1.28774 0.27002 -1.61055
*
```

Calculated values
* LUMO: 1.023 eV
* orbital gap: 9.43 eV
* HOMO energy: -0.3089 Eh

---

Arrangement three

C5H10S in the gas phase. Source: OMol25; level of theory: wB97M-V/def2-TZVPD.

The geometry in ORCA input format:
```
! RIJCOSX wB97M-V def2-TZVPD def2/J DEFGRID3
* xyz 0 1
C -2.81901 -0.04073 -0.39360
C -1.76575 -0.41330 0.29355
C -0.70987 0.65796 0.66253
C 0.50105 0.46183 -0.31329
C 1.56150 1.57158 -0.17850
S 1.33958 -1.23250 -0.07558
H -3.64625 -0.68705 -0.65426
H -3.12216 0.94433 -0.62240
H -1.52817 -1.50770 0.51805
H -0.27012 0.50332 1.70661
H -1.02507 1.72557 0.54330
H 0.08259 0.33855 -1.29355
H 2.40140 1.43746 -0.85740
H 1.88326 1.67605 0.89111
H 1.13150 2.58705 -0.36980
H 2.05229 -0.72156 0.92348
*
```

Calculated values
* SMILES: C=CC[C@@H](C)S
* LUMO: 0.992 eV
* orbital gap: 10.04 eV
* HOMO energy: -0.3327 Eh

---

arrangement two is favored, and the nearest alternative lies 22.4 kJ/mol above it.